A structure of composition C26H28F5N3O3RuSbTe in a non-equilibrium geometry, computed with wB97M-V/def2-TZVPD.

Output
Expectation value of S²: 0.759
Charge: +2
Energy relative to the best compared isomer or geometry (same formula, charge and spin) (kcal per mole): 1.9
Molecular weight (u): 875.95
Multiplicity: 2
Electronic energy (eV): -68014.7247

Element x y z (Å)
Ru1 -0.5378 -0.1856 -0.1089
C1 -1.4361 -0.9942 -4.3461
O1 -1.5081 -2.2075 -3.5226
C2 -0.9396 -1.9070 -2.3915
N1 -0.3525 -0.7757 -2.2542
C3 -0.5538 -0.0263 -3.5235
C4 -1.1373 1.3466 -3.2850
C5 -0.8870 2.0125 -2.0935
C6 -1.4324 3.2556 -1.8224
C7 -2.2186 3.8717 -2.7863
C8 -2.4386 3.2402 -4.0016
C9 -1.9020 1.9842 -4.2521
C10 -0.9800 -2.8269 -1.2521
C11 -1.4066 -4.1410 -1.2509
C12 -1.3980 -4.8326 -0.0456
C13 -0.9778 -4.1992 1.1169
C14 -0.5813 -2.8782 1.0268
N2 -0.5666 -2.2211 -0.1372
C15 -0.2559 -1.9691 2.1199
N3 -0.0944 -0.7265 1.8481
C16 -0.0374 0.0107 3.1448
C17 0.1625 -1.1567 4.1348
O2 -0.1758 -2.3579 3.3604
C18 1.0020 1.1079 3.2144
C19 1.1615 2.0059 2.1598
C20 2.0579 3.0597 2.2531
C21 2.7983 3.2440 3.4131
C22 2.6350 2.3672 4.4735
C23 1.7397 1.3095 4.3766
H1 -2.4551 -0.6392 -4.4789
H2 -1.0047 -1.2815 -5.2996
H3 0.4196 0.0890 -4.0096
H4 -0.1857 1.5604 -1.3818
H5 -1.2507 3.7396 -0.8720
H6 -2.6487 4.8445 -2.5929
H7 -3.0405 3.7227 -4.7595
H8 -2.0899 1.5094 -5.2078
H9 -1.7488 -4.5987 -2.1688
H10 -1.7365 -5.8591 -0.0095
H11 -0.9777 -4.7018 2.0742
H12 -1.0258 0.4565 3.2931
H13 -0.5026 -1.1272 4.9913
H14 1.1943 -1.2763 4.4578
H15 0.5460 1.9228 1.2722
H16 2.1596 3.7561 1.4298
H17 3.4737 4.0841 3.5006
H18 3.2002 2.5060 5.3849
H19 1.6249 0.6524 5.2291
C24 2.6962 -1.7413 -1.7997
Sb1 2.1977 -0.3066 -0.3252
C25 3.5753 1.2647 -0.6420
C26 3.0113 -1.2236 1.3999
H20 3.7822 -1.7967 -1.8596
H21 2.2905 -1.4576 -2.7669
H22 2.2987 -2.7105 -1.5022
H23 4.5232 0.7671 -0.8426
H24 3.6390 1.8588 0.2665
H25 3.2912 1.8900 -1.4842
H26 4.0804 -1.3522 1.2345
H27 2.5562 -2.1997 1.5629
H28 2.8474 -0.5799 2.2611
F1 -4.2053 1.0670 2.0405
Te1 -3.5648 0.3723 0.4658
F2 -5.1145 -0.5884 0.3005
F3 -4.1903 1.8882 -0.3601
F4 -2.8633 -0.9630 1.6086
F5 -1.9354 1.3651 0.9333
O3 -2.6068 -0.3240 -0.9126

Quick look at the Löwdin charges, all values in e:
1 Ru 1.126
2 C -0.001
3 O 0.103
4 C -0.353
5 N 0.016
6 C -0.191
7 C -0.190
8 C -0.099
9 C -0.063
10 C -0.047
11 C -0.034
12 C -0.015
13 C -0.143
14 C 0.083
15 C 0.038
16 C 0.082
17 C -0.143
18 N 0.027
19 C -0.358
20 N -0.020
21 C -0.188
22 C -0.008
23 O 0.101
24 C -0.200
25 C -0.091
26 C -0.074
27 C -0.050
28 C -0.039
29 C -0.024
30 H 0.140
31 H 0.146
32 H 0.160
33 H 0.038
34 H 0.116
35 H 0.120
36 H 0.121
37 H 0.124
38 H 0.147
39 H 0.139
40 H 0.147
41 H 0.161
42 H 0.152
43 H 0.132
44 H 0.060
45 H 0.116
46 H 0.119
47 H 0.121
48 H 0.117
49 C -0.272
50 Sb 1.438
51 C -0.243
52 C -0.250
53 H 0.030
54 H 0.006
55 H 0.017
56 H 0.031
57 H 0.005
58 H 0.026
59 H 0.036
60 H 0.020
61 H 0.008
62 F -0.310
63 Te 1.823
64 F -0.310
65 F -0.312
66 F -0.362
67 F -0.426
68 O -0.571